DFT (ωB97M-V with the def2-TZVPD basis set) results for a single C2H3BrSi molecule at a distorted geometry.

Element x y z (Å)
C  -0.969  -1.074  -0.037
C  -1.730  -0.019  0.086
Si  -0.026  0.576  -0.010
Br  -3.602  0.052  -0.004
H  -0.840  -2.113  -0.108
H  0.388  0.989  1.282
H  0.474  1.001  -1.229

Cartesian forces (eV/Å) of the 3 atoms listed first:
1.9 2.0 0.3
-0.9 -0.7 -0.7
-2.1 -2.2 1.0

Gap between HOMO and LUMO = 10.0522 eV
LUMO = 0.55 eV
Total charge = 0
Energy above the lowest of the compared OMol25 structures with the same formula, charge and spin = 131.02 kJ/mol
HOMO = -0.349 Ha
SMILES string = BrC1=C[SiH2]1

Mulliken analysis output, partial charges in e: C -0.246; C -0.228; Si 0.349; Br -0.129; H 0.415; H -0.075; H -0.085